86
Properties=species:S:1:pos:R:3:forces:R:3:lowdin_charge:R:1 method="wB97M-V/def2-TZVPD" charge=-1 homo_ev="-1.07 / -1.07" homo_lumo_gap_ev="3.17 / 3.17"
B 2.3340 1.8506 -2.2827 -0.50 -2.11 -1.49 -0.495
C 0.5615 -3.0953 4.6897 1.14 0.23 0.13 -0.137
H -0.6682 0.0209 3.6403 -0.20 -0.43 -0.30 0.071
H -5.5210 -1.8291 0.5804 1.46 -0.08 -0.01 0.125
H -0.3721 -0.6916 5.2026 0.00 -0.13 -0.44 0.075
C -3.2493 3.5816 -3.8091 -0.57 1.05 -0.06 -0.082
C -2.5683 2.6309 -2.9292 -0.03 -1.16 1.88 -0.342
B -0.0506 3.0658 -4.3152 1.20 -3.01 -0.59 -0.642
H -5.5002 -1.6870 3.4025 -0.02 -0.49 -0.24 0.072
C 0.3690 -4.2168 1.7072 0.82 0.21 -1.17 -0.548
C -1.6089 0.4224 -2.6159 -0.14 -0.09 0.06 -0.224
P 0.1197 -2.3970 1.8572 -0.22 1.62 -1.61 1.014
H -2.3144 -3.1512 3.1744 -0.27 -0.04 0.04 0.075
C 2.3377 5.5144 1.0516 -0.36 -0.05 0.37 -0.070
H 0.3408 -3.7574 -0.4426 0.35 -0.16 -0.19 0.033
H 1.4253 -1.3505 3.6985 -0.45 -0.67 -0.43 0.091
C -2.3258 1.7681 -0.6657 -0.32 0.24 -0.70 -0.256
H -0.8695 -4.6963 3.3802 -0.15 -0.14 0.57 0.019
H 1.3607 -4.2998 2.1481 0.11 -0.21 0.39 0.077
C 1.9497 3.6037 -0.4878 1.05 0.47 0.10 -0.678
N 5.0165 -0.7296 -0.9235 -1.49 0.31 -0.51 -0.132
Ca 0.9352 0.1915 -0.1107 -1.08 -0.79 -0.22 0.902
H -3.9013 1.3627 0.7652 0.80 0.00 -0.17 0.087
C -5.0953 -2.6562 3.0314 -1.43 -0.41 1.08 -0.114
H 2.5017 1.6974 -3.5348 -0.01 0.54 1.69 0.086
H 1.2669 -3.8899 4.3731 -0.51 0.25 -0.16 0.058
H -0.1595 -6.0941 2.5431 0.05 -0.27 0.28 0.077
H 1.5882 -5.0044 -0.0321 -0.04 0.11 0.00 0.064
H -2.1540 1.3550 -4.5451 0.40 -0.41 0.73 0.113
C -2.0576 1.4354 -3.4489 -0.63 1.14 -0.56 -0.082
H 1.9642 4.7501 1.7445 -0.20 0.34 -0.12 0.026
N 2.5629 4.8075 -0.1887 0.63 -1.13 -1.11 -0.124
C -4.0281 -2.3761 2.0412 1.75 -1.14 -0.55 -0.323
C -4.3994 -1.8826 0.7633 -1.81 0.12 1.12 -0.081
C -1.6480 -2.0425 1.4331 -1.54 -1.19 0.35 -0.288
N -1.2984 -0.4487 -0.3787 0.11 0.26 0.50 -0.125
C 0.4729 -1.9264 3.6296 -1.21 -0.23 1.49 -0.536
H 4.0192 6.0452 -1.2090 -0.39 -0.20 -0.34 0.111
F 0.0224 4.0409 -3.4020 -0.44 1.88 -0.36 0.090
N 3.5418 0.8694 -1.5669 0.94 -0.09 0.29 0.001
C 3.6680 -0.4674 -1.2833 1.18 0.45 0.05 -0.742
H -0.4121 -3.6051 4.9514 1.04 0.97 -0.08 0.079
N 2.3325 3.2497 -1.7277 0.72 1.40 -0.39 -0.016
H 1.1215 -2.6661 5.5760 -1.18 -0.43 -0.50 0.081
C 3.3888 5.1634 -1.2967 -1.38 0.53 0.37 -0.036
C -2.1427 -1.2655 0.2697 1.53 0.10 0.53 -0.315
C -1.8257 0.5881 -1.2320 1.31 -1.39 -0.30 -0.275
C 3.0853 4.3081 -2.3076 0.44 -1.12 1.49 -0.036
C -0.9577 -0.7962 -3.2464 -0.68 0.25 -1.10 -0.046
H -0.2214 -0.5052 -4.0253 -0.14 0.29 0.62 0.080
S 2.4627 -1.6651 -1.2156 0.44 -0.47 -0.46 0.540
H 5.1295 -2.6023 0.0249 -0.08 -0.33 -0.35 0.065
H -2.2830 1.2770 1.5028 -0.17 0.39 -0.48 0.072
H 3.3793 4.2251 -3.3471 0.09 0.08 0.34 0.126
C 5.6337 -2.0745 -0.7801 1.56 1.06 -0.46 -0.051
H 3.2562 5.8920 1.5380 -0.32 0.13 -0.75 0.092
H -0.4763 -1.4283 -2.5199 0.03 -0.36 0.21 0.026
C -2.6443 -2.6381 2.2792 -0.99 1.87 -1.45 -0.090
C -2.5771 2.8410 -1.5298 -0.58 -0.63 -0.79 -0.005
H -4.3035 3.6810 -3.4456 0.66 0.05 -0.67 0.090
C -0.6269 -0.9499 4.1501 1.16 0.27 1.04 -0.138
H -4.7569 -3.1639 3.9798 -0.14 0.18 -1.11 0.077
H 6.6233 0.6529 -0.4549 -0.17 -0.27 -0.63 0.115
H 5.6942 -2.6151 -1.7712 -0.64 0.47 1.18 0.102
H -2.7603 4.5578 -3.7064 -0.18 0.10 -0.27 0.079
H -5.9810 -3.2305 2.5855 1.16 0.64 0.66 0.086
H 1.2961 1.3648 -1.9203 -0.16 -0.29 -0.36 0.002
H -3.8317 -0.8808 -1.0406 0.02 0.02 -0.12 0.113
H -3.0679 2.8572 1.0133 0.46 -0.33 0.11 0.071
H -1.5861 -1.4382 4.2036 -0.34 0.12 -0.30 0.045
C -0.6113 -5.1128 2.4301 -0.07 -0.44 -0.72 -0.135
H -1.5397 -5.2773 1.8738 0.11 0.31 -0.06 0.083
H 6.7390 -1.9343 -0.4942 -1.69 0.06 -0.21 0.101
C 0.5917 -4.6229 0.1766 -1.11 0.85 1.34 -0.096
H 1.5496 6.2868 0.8929 0.75 -0.34 0.35 0.105
S 1.0013 2.7170 0.6237 0.10 0.87 0.37 0.586
H -2.9608 3.7856 -1.1133 0.10 -0.41 -0.25 0.118
C 4.8010 1.4322 -1.3689 -0.20 -0.07 0.35 -0.090
H -0.1687 -5.3604 -0.0316 -0.03 -0.47 -0.34 0.057
C -2.8731 1.8081 0.7258 -0.65 0.21 0.82 -0.064
C 5.6590 0.4945 -0.9402 0.98 -0.24 0.42 -0.100
H 5.0371 2.4748 -1.4961 -0.39 0.09 0.00 0.109
F -0.3276 3.3183 -5.6455 -0.33 1.52 0.50 0.030
H -1.7042 -1.3774 -3.8518 0.41 0.24 0.78 0.086
H -3.1908 3.2575 -4.8538 -0.21 0.21 0.18 0.078
C -3.5199 -1.3463 -0.1198 0.76 -0.29 0.69 -0.044



86
Properties=species:S:1:pos:R:3:forces:R:3:lowdin_charge:R:1 method="wB97M-V/def2-TZVPD" charge=-1 multiplicity=3 homo_ev="-1.03 / -4.95" s_squared=2.03 relative_energy_ev=0.915 homo_lumo_gap_ev="2.98 / 6.36"
C -1.0608 1.2510 8.3808 -0.80 1.32 1.62 -0.308
N 1.1107 -1.5143 3.1723 0.64 -0.28 0.14 -0.236
H -0.1175 1.5506 -5.2614 -0.07 -0.07 0.06 0.095
H 2.5593 3.7979 1.5663 -0.04 0.23 0.01 0.092
H -1.2109 1.6218 -3.2426 0.40 0.13 0.22 0.085
C 1.1543 0.1297 -3.3712 -0.25 -0.93 -1.60 -0.246
C 0.3002 -0.7432 3.9015 0.38 -0.69 0.05 -0.154
C 0.9304 1.5210 -2.9202 -0.26 1.23 0.49 -0.165
H 1.1039 -5.8855 -2.4263 -0.09 0.44 0.10 0.045
C 2.0451 2.2855 -2.5019 -0.20 -0.52 -0.27 -0.018
H -1.4316 3.9799 -2.5104 0.45 -0.24 -0.07 0.107
H 1.7687 -3.5791 0.8954 -0.57 -0.74 -0.81 -0.040
H -0.8670 4.5360 1.9796 -0.07 -0.20 -0.07 0.083
H -1.5428 -5.4177 -0.9815 0.30 0.07 0.03 0.046
H -3.4099 -2.1518 -1.3655 0.06 0.23 -0.28 0.090
H -2.0489 -3.7799 -0.5635 0.21 -0.08 -0.16 -0.028
H -0.5614 -0.2246 3.5065 0.22 -0.15 0.11 0.118
H -1.2333 3.8108 0.3927 0.13 -0.09 0.26 0.079
C -2.4854 0.2187 -0.8139 -0.37 -0.91 1.38 -0.332
C -3.5975 0.6653 -2.9449 0.58 0.02 0.00 -0.083
C -1.4709 -4.3661 -1.2835 -0.18 0.38 -0.20 -0.241
H -1.2016 1.0893 4.9689 0.07 -0.07 0.46 0.086
Cl 0.5525 -1.4809 -0.9922 -0.79 -2.37 -2.23 0.334
C -0.9216 0.8318 5.9940 -1.04 1.40 0.98 -0.046
H 1.5764 -2.3632 -4.8101 -0.07 0.37 -0.03 0.083
H -0.1925 -0.2769 -7.5752 0.25 0.04 -0.04 0.082
C -1.4468 1.5602 7.0662 0.24 -0.43 -1.92 -0.074
H 0.5716 5.2956 -1.8585 0.06 -0.33 -0.09 0.102
H 1.9867 1.7416 0.9466 -0.13 -0.06 0.06 0.075
H 0.6990 -5.0060 0.9003 -0.03 0.15 -0.18 0.017
N -2.8760 -0.2280 -2.0576 -0.22 -0.04 0.34 -0.196
H 2.8321 -2.7058 3.6394 0.23 -0.16 -0.11 0.093
H -1.9216 -4.2898 -2.2762 -0.02 0.00 0.02 0.021
C 1.7956 -1.6477 5.2766 -0.58 0.35 -0.13 -0.046
Si 0.3284 -3.8537 -1.3174 0.41 0.11 2.21 0.462
C -0.2357 0.1460 8.6403 1.32 -1.63 -0.77 -0.084
C 0.3362 0.6054 -7.1847 -0.15 0.22 -0.59 -0.109
C 0.6795 4.2496 -2.1548 0.01 -0.31 0.04 -0.110
Cl -1.0768 -2.8694 1.6748 -0.18 0.08 0.04 0.007
Pt 0.8658 -1.6697 1.1873 0.28 0.89 2.69 0.305
H 0.9417 -1.4499 7.7589 -0.25 0.28 0.07 0.087
C 0.8398 -0.3165 -4.8573 0.99 -0.75 2.82 -0.409
H -2.1785 1.2803 -0.8468 -0.15 -0.03 0.25 0.120
C 2.0560 -2.0763 4.0125 -1.15 0.77 -0.58 -0.135
H 1.4901 -1.6208 -6.4254 0.16 -0.12 0.05 0.072
H 1.3578 0.6200 -7.6029 -0.21 -0.21 0.14 0.084
C -0.8045 3.6133 1.3911 -0.19 0.08 -0.01 -0.043
H -4.6103 0.2802 -3.1357 0.18 0.23 0.13 0.087
C 1.1484 -4.8187 -2.7084 0.04 0.65 -0.47 -0.212
H 1.6542 4.8451 0.4379 -0.01 -0.07 0.17 0.063
H 2.8104 4.1949 -1.8457 -0.15 -0.23 -0.06 0.104
H 0.0104 -0.1386 9.6634 -0.13 0.11 -0.24 0.098
C -3.0493 -1.6497 -2.2760 0.10 -0.19 0.03 -0.061
H -1.3947 2.8225 1.8738 0.26 0.20 -0.19 0.094
H 3.0211 1.7987 -2.4913 -0.17 0.14 0.11 0.120
H -2.1457 2.3804 6.8764 0.27 -0.30 0.08 0.102
C 1.7081 -1.4303 -5.3724 0.41 0.13 -0.34 0.003
H 2.1602 -4.9561 -0.1265 -0.11 -0.19 0.01 0.019
H 2.7515 -1.1047 -5.2692 -0.09 -0.31 -0.26 0.096
H -3.6543 1.6557 -2.4778 -0.08 -0.15 -0.21 0.085
Cl 2.9680 -0.7204 0.8526 0.30 0.13 -0.05 -0.133
H 2.0057 -0.3810 -2.9132 -0.10 0.25 -0.15 0.119
C -0.0022 -0.1951 6.2683 0.63 -0.60 -0.74 -0.250
O 0.0542 1.0375 0.9880 1.20 1.78 -0.12 -0.094
C 1.9298 3.6241 -2.1402 -0.26 0.05 -0.09 -0.095
C 1.5936 4.2725 1.3747 -0.08 -0.23 -0.12 -0.060
N 0.6608 -0.8223 5.2005 0.33 -0.16 0.11 -0.015
H -0.1687 1.4821 -7.6105 0.08 -0.19 0.13 0.072
C 0.2989 -0.5867 7.5788 -0.40 0.68 1.55 -0.055
C -0.3208 2.1733 -2.9261 0.24 -0.40 0.01 -0.042
H -2.0888 -2.1070 -2.5633 -0.34 0.21 0.05 0.054
H 2.2037 -4.5455 -2.8270 -0.19 -0.08 -0.06 0.031
O 0.0810 -0.7603 -3.6704 -0.18 1.22 -0.17 -0.086
O -2.4670 -0.4597 0.2117 0.08 1.04 -1.93 -0.033
H -3.0675 0.7493 -3.9035 -0.23 0.06 -0.03 0.076
C 0.2910 0.6559 -5.7068 -0.62 0.90 -0.74 -0.048
C -1.4781 2.0858 9.4757 -0.03 0.06 -0.05 -0.258
H 1.3402 4.9655 2.1864 0.19 -0.19 -0.08 0.087
H -3.7649 -1.7803 -3.0970 0.14 -0.15 0.22 0.086
C 0.9085 1.9382 1.0579 -1.29 -1.33 0.03 -0.333
C 1.3061 -4.3711 0.2460 0.75 -0.27 -0.45 -0.295
C -0.4394 3.5075 -2.5289 -0.16 0.06 -0.05 -0.088
H 2.3374 -1.8285 6.1845 -0.13 0.07 0.09 0.097
H 0.6196 -4.7003 -3.6617 0.20 -0.04 0.07 0.021
N -1.7917 2.7760 10.3649 0.20 -0.56 -0.67 0.062
N 0.5917 3.2268 1.3042 -0.18 0.32 0.02 -0.187



81
Properties=species:S:1:pos:R:3:forces:R:3:lowdin_charge:R:1 method="wB97M-V/def2-TZVPD" charge=+1 multiplicity=3 homo_ev="-10.06 / -10.06" s_squared=2.01 homo_lumo_gap_ev="6.67 / 6.80"
C 3.2064 -1.8273 2.9078 0.63 -0.09 -0.01 -0.049
H -1.8481 -4.2962 2.6916 0.04 0.25 -0.26 0.101
H 1.1580 -1.8420 -6.6281 -0.20 0.28 -0.01 0.116
H 0.8078 2.4425 -5.8383 -0.13 -0.09 0.21 0.126
C 2.6611 2.3889 1.1184 0.00 0.15 0.00 -0.242
C -1.7820 0.3651 -4.7509 -0.33 -0.53 0.10 -0.120
H -1.3547 -3.9040 1.0359 -0.06 0.02 0.19 0.061
H 0.6018 0.5543 4.9655 0.24 -0.29 0.05 0.021
C -1.6397 3.3373 2.7377 -0.45 0.92 1.97 -0.651
Cl -1.3878 2.8940 1.0302 -0.11 0.37 -0.37 0.707
Cl -2.9639 6.5459 4.7608 0.07 -0.13 -0.04 0.717
H -1.3989 -1.7762 -6.8211 0.04 -0.02 0.32 0.125
C 3.0918 -0.1733 -0.1185 -0.07 -0.30 0.22 -0.227
H 1.9657 1.0962 -3.8232 -0.31 -0.31 -0.24 0.090
C 1.2297 -0.3563 4.9459 0.27 0.45 0.56 -0.048
C 1.4574 -3.7687 1.1113 0.25 -0.30 -0.30 -0.041
C 0.5317 -1.0457 -6.1962 -0.15 -0.42 -0.38 -0.190
H 1.9360 3.0795 1.5733 0.22 -0.09 -0.16 0.043
C -0.4655 -1.7757 3.6309 0.47 0.13 -0.73 -0.388
H 3.5305 -0.7814 2.9827 0.00 -0.17 0.07 0.072
H -2.3405 -1.6149 -4.2529 0.24 0.39 -0.12 0.103
C 1.0811 1.5981 -1.1930 0.10 0.24 0.43 -0.378
H -2.4695 -2.8392 1.8945 0.13 -0.17 0.08 0.078
C 1.7332 -1.9599 2.9373 -1.30 0.59 -0.13 -0.222
H -0.9167 0.9945 -6.6297 -0.22 0.10 0.34 0.103
C -0.8442 -1.6879 -5.8715 0.37 -0.25 -0.04 -0.176
C -1.6813 -0.9688 -4.8507 -0.56 0.57 -0.22 -0.130
H 1.8281 -4.6930 1.5834 -0.08 0.21 -0.20 0.099
Pr -0.5767 0.3994 2.1331 1.06 -2.32 2.30 0.836
C 0.8627 -1.2791 3.8382 -0.39 -0.33 -0.53 -0.336
C -2.1361 4.6288 3.0251 0.16 -0.62 0.48 -0.711
C -1.3636 2.4012 3.7165 0.33 -0.69 -0.79 -0.264
H 2.2937 -3.3379 0.5423 -0.14 -0.14 0.11 0.066
C 0.9399 -2.8215 2.1341 -0.27 0.70 0.20 -0.213
H -3.3320 -0.7276 -0.5065 -0.03 0.20 -0.19 0.052
H -1.7026 2.2529 -5.6870 0.19 -0.21 -0.10 0.117
C -1.0571 1.3649 -5.6075 0.01 0.52 -0.19 -0.180
C -1.5727 -3.4666 2.0167 -0.52 -0.43 -0.17 -0.042
C 0.3075 1.8507 -5.0537 -0.18 0.14 -0.11 -0.172
H 1.0875 -0.8375 5.9330 0.10 0.25 -0.33 0.104
C 1.2839 -0.4909 -5.0237 0.40 0.44 0.32 -0.104
C -0.0807 0.7976 -1.7979 -0.15 -0.13 0.09 -0.389
H 3.2476 2.9277 0.3613 -0.13 -0.17 0.20 0.063
C -2.7055 0.0201 -1.0111 0.00 -0.43 -0.13 -0.243
P -0.9441 -0.3905 -0.6628 -0.40 0.38 -0.94 0.806
H 3.7218 -0.4499 0.7358 -0.21 0.11 -0.24 0.030
C -2.3495 4.9950 4.3764 0.42 -1.17 -0.43 -0.687
Cl -1.3005 1.6335 6.3318 -0.03 -0.04 0.07 0.727
C -2.0682 4.0421 5.3987 0.04 -0.04 -0.88 -0.696
H 2.2752 -0.0183 4.8850 -0.27 -0.17 0.02 0.088
H -2.5159 0.8045 -4.0607 0.34 -0.30 -0.12 0.095
H -1.4347 -1.5489 5.5239 -0.21 0.22 -0.28 0.103
H 0.6828 -4.0547 0.3905 0.16 0.00 0.14 0.061
H 0.4026 -0.2938 -6.9847 0.22 -0.23 0.30 0.104
H 0.7337 2.6255 -1.0060 0.29 -0.21 0.05 0.072
C 1.2317 0.7717 -4.5733 0.55 -0.56 -0.38 -0.149
H 1.9212 1.6525 -1.8974 -0.17 0.13 0.17 0.067
H -2.9537 1.0152 -0.6156 0.09 -0.25 -0.16 0.031
H -2.8893 -0.0133 -2.0970 -0.06 0.03 0.44 0.035
H 3.7179 0.2945 -0.8831 -0.13 0.01 0.05 0.060
H -0.6763 -2.7193 -5.5307 -0.06 0.21 -0.04 0.108
H 3.3300 2.0360 1.9132 -0.10 0.08 -0.16 0.053
H 2.6496 -1.0981 -0.5129 0.12 0.21 0.03 0.041
H 0.1270 2.5545 -4.2257 0.07 -0.16 -0.16 0.104
H -1.2978 -2.7506 -1.0939 0.14 0.09 -0.07 0.047
P 1.7593 0.9520 0.4310 0.27 0.51 -0.68 0.799
H -2.5448 -1.9475 4.1931 0.22 0.13 0.06 0.095
Cl -2.3528 4.4561 7.0311 -0.01 0.11 0.07 0.715
C -0.4147 -2.7004 2.5408 0.28 0.97 0.40 -0.258
H 3.6223 -2.2421 1.9842 0.00 0.03 0.16 0.067
H 1.9861 -1.1975 -4.5588 -0.16 0.42 -0.09 0.112
H -0.8424 -1.8863 -2.5975 0.04 0.08 0.32 0.027
H 0.3940 -2.2824 -1.3636 -0.21 0.07 -0.01 0.043
H -1.9022 -0.3010 4.3690 -0.08 -0.02 0.17 0.030
H -0.8403 1.4825 -2.2072 0.24 -0.23 0.17 0.085
C -1.5844 2.7607 5.0537 -0.35 1.04 -0.73 -0.686
H 3.6717 -2.3741 3.7404 -0.05 0.14 -0.14 0.101
H 0.2533 0.1939 -2.6494 -0.06 0.16 0.24 0.044
C -1.6448 -1.3752 4.4559 -0.25 -0.32 0.19 -0.052
Cl -2.4982 5.6840 1.7404 -0.14 0.51 -0.19 0.714
C -0.6484 -1.9779 -1.5207 -0.09 -0.21 0.20 -0.218



So what do the calculations give for DFT total energy? Going down the list: -95447.865, -94092.750, -127059.640 eV.